# 1
Here is the molecule C2H3BrO2 from the Open Molecules 2025 dataset. Energies are from the ωB97M-V functional and the def2-TZVPD basis.

Output
- Structure (SMILES): O[C@@]1(Br)CO1
- Frontier orbital gap: 10.98 eV
- E_HOMO: -10.48 eV
- Multiplicity: 1

Cartesian coordinates (Å):
O1 -1.303 -0.976 -0.956
C1 -0.431 0.500 -0.630
Br1 -1.640 1.949 -1.059
C2 0.437 0.472 0.532
O2 0.860 0.534 -0.850
H1 -1.617 -1.211 -1.889
H2 0.532 1.282 1.099
H3 0.501 -0.478 1.069

***

# 2
Here is a structure of composition C3HFO2Yb from the Open Molecules 2025 dataset. Energies are from the ωB97M-V functional and the def2-TZVPD basis.

Output
- Charge: +3
- Frontier orbital gap (spin up / spin down): 9.53 / 6.15 eV
- E_HOMO (spin up / spin down): -24.13 / -24.12 eV
- Expectation value of S²: 0.7575
- Multiplicity: 2

Cartesian coordinates (Å):
H1 1.724 -0.518 1.144
O1 0.287 1.017 0.525
O2 -0.775 -0.537 -0.449
C1 1.222 0.048 0.279
C2 0.527 -0.954 -0.313
C3 -0.864 0.689 -0.011
F1 0.891 -1.917 -1.083
Yb1 -3.013 2.171 -0.090

***

# 3
Here is a structure of composition C27H26N6O6Pd from the Open Molecules 2025 dataset. Energies are from the ωB97M-V functional and the def2-TZVPD basis.

Output
- Frontier orbital gap (spin up / spin down): 5.95 / 4.94 eV
- E_HOMO (spin up / spin down): -7.20 / -7.58 eV
- Expectation value of S²: 2.0715
- Multiplicity: 3

Cartesian coordinates (Å):
Pd1 -0.939 0.252 -0.504
C1 0.001 -4.624 5.333
O1 0.289 -5.700 4.454
C2 1.214 -5.505 3.488
C3 1.450 -6.595 2.646
C4 2.374 -6.489 1.632
C5 3.035 -5.280 1.407
C6 2.835 -4.212 2.272
C7 1.929 -4.320 3.313
N1 3.940 -5.272 0.311
N2 4.198 -4.229 -0.308
C8 3.481 -3.066 -0.372
C9 4.222 -1.864 -0.336
C10 3.611 -0.648 -0.300
C11 2.174 -0.527 -0.351
O2 1.598 0.566 -0.277
C12 1.412 -1.787 -0.547
N3 0.084 -1.657 -0.674
C13 -0.656 -2.733 -0.895
C14 -0.088 -4.002 -1.029
C15 1.267 -4.157 -0.882
C16 2.055 -3.029 -0.597
H1 -0.761 -4.993 6.013
H2 -0.388 -3.763 4.782
H3 0.888 -4.333 5.901
H4 0.903 -7.511 2.818
H5 2.583 -7.325 0.978
H6 3.391 -3.292 2.155
H7 1.788 -3.482 3.979
H8 5.299 -1.956 -0.278
H9 4.175 0.270 -0.216
H10 -1.717 -2.546 -1.016
H11 -0.726 -4.844 -1.254
H12 1.726 -5.129 -0.995
O3 -3.867 6.062 -1.272
C17 -4.708 5.124 -1.225
O4 -5.888 5.092 -1.561
C18 -4.077 3.822 -0.705
C19 -3.110 3.918 0.292
C20 -2.323 2.829 0.576
N4 -2.447 1.672 -0.072
C21 -3.494 1.504 -0.901
C22 -4.338 2.557 -1.221
C23 -3.646 0.105 -1.516
O5 -4.764 -0.294 -1.786
O6 -2.539 -0.523 -1.698
H13 -2.939 4.876 0.763
H14 -1.526 2.877 1.311
H15 -5.153 2.402 -1.915
N5 -0.181 6.088 -2.088
C24 -1.392 5.197 -2.267
C25 -0.874 3.783 -2.425
N6 -0.078 3.427 -1.265
C26 1.106 4.220 -1.125
C27 0.668 5.666 -0.919
H16 -0.477 7.060 -1.992
H17 0.390 6.029 -2.935
H18 -1.960 5.572 -3.114
H19 -2.000 5.303 -1.374
H20 -0.307 3.693 -3.370
H21 -1.734 3.116 -2.492
H22 0.012 2.416 -1.215
H23 1.791 4.173 -1.994
H24 1.674 3.900 -0.252
H25 1.502 6.364 -0.856
H26 0.032 5.752 -0.040

***

Table of energy (eV), in record order: -76256.85803 -41429.26533 -53122.80374